No. 1
84
Properties=species:S:1:pos:R:3:forces:R:3 method="wB97M-V/def2-TZVPD" homo_ev=-6.89 homo_lumo_gap_ev=7.15 e_tot_ha=-2674.5534
C -6.0824 0.0611 3.1286 0.5157 0.1010 0.0380
N -4.9253 0.3829 3.9516 -0.9617 -0.1769 0.9065
C -5.0720 1.6083 4.7067 0.2940 -0.0715 -0.2278
C -3.6507 -0.0718 3.5809 0.4742 -0.1293 -0.4207
C -2.7951 0.7320 2.8059 0.0541 -0.8068 -0.1681
C -1.6114 0.1787 2.3158 -0.1561 0.1358 0.2746
C -1.2571 -1.1311 2.6379 0.7143 -0.4993 -0.2927
C 0.1038 -1.7357 2.1926 -0.4092 0.5843 2.5681
C 1.2682 -0.8850 2.6232 1.2036 -0.2772 0.5008
C 2.5125 -1.5469 2.8698 -0.8015 0.3913 -0.1975
O 2.7562 -2.7514 2.6713 -0.2454 0.2009 -0.3576
N 3.5256 -0.7540 3.4881 0.7851 0.5034 -0.5065
C 4.7660 -1.4364 3.8335 -0.0107 0.1257 0.1842
C 3.5409 0.6291 3.4507 -0.9192 -0.2279 0.3809
S 4.8442 1.5796 3.9061 -0.1818 -0.2655 -0.4358
N 2.2906 1.1682 3.1738 0.9330 0.1223 0.8910
C 2.0628 2.5562 3.5683 0.2515 0.0321 0.1238
C 1.2138 0.2791 3.4902 -1.1452 -0.2781 0.5198
O 0.4743 0.5286 4.4389 0.2976 0.0803 -1.4764
C -2.0879 -1.9133 3.4408 0.2463 0.2596 -0.2072
C -3.2633 -1.3807 3.9364 -0.5208 0.5109 -0.3034
H -6.0036 -0.9736 2.7694 -0.1156 0.2976 0.0474
H -6.9799 0.1790 3.7531 0.1432 -0.1713 -0.2878
H -6.1724 0.7468 2.2606 -0.0672 -0.2372 0.1024
H -4.3148 1.6566 5.4979 -0.1678 0.0171 -0.1624
H -4.9832 2.5089 4.0788 -0.0603 0.0943 0.1066
H -6.0691 1.5948 5.1597 0.1832 0.1705 0.0434
H -3.0917 1.7413 2.5137 0.0559 -0.2757 0.1862
H -0.9728 0.7783 1.6614 -0.0473 -0.1569 0.4552
H 0.2420 -2.7133 2.6947 -0.2882 0.1120 -0.0115
H 5.2632 -0.8186 4.5822 0.0204 -0.2662 -0.1010
H 4.5272 -2.4235 4.2246 0.0311 0.0924 -0.1369
H 5.4152 -1.5177 2.9578 0.0261 -0.1072 0.0955
H 1.0297 2.8119 3.3300 0.1414 0.0008 0.0289
H 2.2489 2.6685 4.6433 -0.1511 0.1516 -0.1963
H 2.7704 3.1874 3.0294 -0.1941 -0.0433 0.0470
H -1.7942 -2.9356 3.6771 -0.0499 0.2295 0.0642
H -3.9336 -1.9663 4.5702 0.2016 0.2022 -0.2159
C -0.3507 -8.9873 -0.4407 0.4504 0.4199 -0.1443
O 0.5167 -7.9790 -0.9755 -0.1154 0.1407 0.3545
C 0.5344 -6.7423 -0.4166 -0.4335 0.2570 0.1371
C 1.3080 -5.7939 -1.1083 -0.3714 -0.8099 0.3403
C 1.2911 -4.4835 -0.7094 -0.2680 0.4501 0.0784
C 0.4810 -4.0443 0.3577 0.0766 -0.4610 0.2798
P 0.1731 -2.2539 0.5099 0.0742 -0.9357 -2.4099
C 1.3847 -1.4963 -0.6044 0.4688 0.0850 -0.3362
C 0.9946 -1.0093 -1.8732 -0.2121 -0.2113 0.4704
C 1.9184 -0.6892 -2.8389 0.9241 0.0801 -0.0356
C 3.2947 -0.7938 -2.5561 0.0834 -0.2927 0.3275
O 4.1480 -0.5373 -3.5807 0.0893 -0.0448 0.5546
C 5.5561 -0.7216 -3.3342 -0.5755 0.1507 -0.1170
C 3.7177 -1.2180 -1.2745 -0.0886 0.0775 -0.7649
C 2.7669 -1.6271 -0.3542 -0.3754 0.1973 0.3663
C -1.4127 -1.9969 -0.3307 -0.2065 0.0984 -0.2349
C -1.8430 -0.6759 -0.5494 0.0791 -0.3340 0.3275
C -3.0499 -0.4034 -1.1667 -0.3028 -0.2420 -0.5550
C -3.7554 -1.4671 -1.7686 0.2468 -0.0123 0.0549
O -4.8392 -1.2844 -2.5673 0.1581 0.4599 0.3175
C -5.2878 0.0711 -2.7784 0.1172 -0.6115 0.1444
C -3.3115 -2.8005 -1.6060 -0.3062 0.8864 -0.0373
C -2.1816 -3.0573 -0.8554 0.3066 0.3318 0.1860
C -0.2019 -5.0212 1.1249 0.3012 0.6381 -0.4556
C -0.1935 -6.3607 0.7381 0.3029 -0.2874 -0.4850
H -0.1562 -9.8410 -1.0893 -0.2269 -0.0473 0.2587
H -0.0764 -9.2110 0.5963 -0.1205 -0.0803 -0.1527
H -1.3999 -8.6751 -0.5064 0.1594 -0.0745 0.0323
H 1.8630 -6.1259 -1.9815 0.0045 0.0921 0.2052
H 1.9052 -3.7874 -1.2709 -0.2551 0.0145 0.0818
H -0.0524 -0.9151 -2.1403 0.1496 -0.0922 0.1089
H 1.6189 -0.3753 -3.8348 0.0068 -0.0122 0.1834
H 6.0125 -0.4483 -4.2834 0.1789 -0.0744 0.1895
H 5.8981 -0.0598 -2.5296 -0.0035 -0.0899 -0.2043
H 5.7759 -1.7658 -3.0773 -0.0486 0.2003 -0.0936
H 4.7799 -1.2806 -1.0209 -0.5043 -0.0770 -0.1128
H 3.1172 -2.0962 0.5647 -0.1780 0.1762 -0.0525
H -1.2214 0.1703 -0.2513 -0.2348 -0.3692 0.0327
H -3.4048 0.6308 -1.2272 0.2298 -0.5058 -0.1085
H -6.0916 -0.0366 -3.5049 0.0634 0.2204 0.1020
H -5.6651 0.4994 -1.8400 0.0382 -0.0686 -0.2312
H -4.4818 0.7019 -3.1767 -0.1899 -0.1911 0.0188
H -3.8726 -3.5927 -2.0893 0.0427 0.0590 0.1133
H -1.8780 -4.0899 -0.7021 0.0404 0.2059 -0.0447
H -0.7580 -4.7244 2.0187 0.0579 -0.0962 -0.3584
H -0.7706 -7.1019 1.3002 0.2873 0.3546 -0.1904



No. 2
89
Properties=species:S:1:pos:R:3:forces:R:3 method="wB97M-V/def2-TZVPD" homo_ev="-6.77 / -7.65" homo_lumo_gap_ev="7.12 / 7.92" multiplicity=6 e_tot_ha=-3645.1188
Mn -0.7691 0.1560 0.1505 0.9119 0.2350 -0.0415
N -0.6142 -1.0217 2.2435 0.0773 -0.1315 -0.0782
C -1.6383 -1.9061 2.7216 0.0455 0.0141 0.1011
C -1.7126 -2.2389 4.0727 -0.0353 -0.0027 0.0012
C -2.7261 -3.0547 4.5394 -0.0026 -0.0038 -0.0108
C -3.6805 -3.5549 3.6597 0.0476 0.0293 -0.0067
C -3.6123 -3.2213 2.3213 -0.0203 0.0528 0.0601
C -2.5965 -2.3947 1.8376 0.0035 0.0349 -0.0511
P -2.5601 -1.8841 0.0832 -0.3843 -0.0764 0.0348
C -4.3136 -1.3951 -0.1503 0.0283 -0.1068 0.0337
C -5.2546 -2.1421 -0.8528 0.0112 -0.0150 -0.0320
C -6.5638 -1.6929 -0.9632 0.0056 -0.0019 0.0052
C -6.9471 -0.5021 -0.3672 0.0004 0.0060 0.0030
C -6.0202 0.2366 0.3550 -0.0265 0.0105 -0.0057
C -4.7141 -0.2097 0.4657 0.0392 0.0467 0.0082
C -2.4373 -3.4888 -0.7881 0.0894 0.0058 0.0889
C -2.0690 -4.6536 -0.1189 -0.0044 -0.0157 0.0332
C -1.8579 -5.8351 -0.8152 0.0219 -0.0194 -0.0492
C -2.0078 -5.8709 -2.1926 0.0013 0.0215 0.0192
C -2.3766 -4.7170 -2.8715 -0.0148 -0.0082 0.0099
C -2.5868 -3.5381 -2.1752 -0.0174 0.0418 -0.0335
H -0.3702 -0.3192 2.9376 0.0237 -0.0387 -0.1346
H 0.2519 -1.5064 2.0062 -0.1679 0.0640 0.0980
H -0.9684 -1.8462 4.7537 0.0185 0.0093 0.0205
H -2.7752 -3.3010 5.5914 -0.0026 -0.0029 0.0233
H -4.4777 -4.1885 4.0208 -0.0357 -0.0278 0.0196
H -4.3673 -3.5866 1.6369 -0.0322 -0.0087 -0.0346
H -4.9843 -3.0829 -1.3112 0.0482 -0.0321 -0.0311
H -7.2838 -2.2820 -1.5151 -0.0258 -0.0174 -0.0165
H -7.9660 -0.1516 -0.4613 -0.0250 0.0082 -0.0024
H -6.2996 1.1692 0.8262 -0.0017 0.0137 0.0121
H -4.0019 0.3774 1.0293 -0.0172 -0.0277 -0.0156
H -1.9385 -4.6448 0.9555 0.0125 -0.0058 -0.0452
H -1.5716 -6.7281 -0.2751 0.0019 -0.0097 -0.0043
H -1.8402 -6.7910 -2.7349 0.0058 -0.0291 -0.0222
H -2.5009 -4.7325 -3.9461 -0.0009 -0.0102 -0.0184
H -2.8781 -2.6509 -2.7255 -0.0099 0.0064 0.0296
C -0.6762 2.2658 -2.1901 0.0247 0.0347 0.0116
N -0.8420 0.8052 -2.1576 -0.1296 -0.0603 0.0940
C -2.1875 0.4761 -2.6350 0.0180 -0.0201 -0.0692
C 0.1802 0.1930 -3.0130 0.0134 0.0307 -0.0643
C 0.4312 -1.2790 -2.7442 -0.0060 -0.0342 -0.0259
N 0.9746 -1.5493 -1.4175 -0.0190 0.0479 0.0469
C 2.3185 -1.0014 -1.2661 0.0119 -0.0159 -0.0460
C 1.0330 -2.9863 -1.1949 -0.0004 -0.0840 -0.0607
H -0.7264 2.6323 -3.2248 0.0172 0.0064 0.0084
H 0.2811 2.5359 -1.7450 -0.0396 -0.0085 -0.0285
H -1.4683 2.7305 -1.6104 -0.0235 0.0293 0.0152
H -2.3584 0.8792 -3.6444 0.0101 -0.0072 0.0382
H -2.9321 0.8926 -1.9561 0.0192 -0.0072 0.0057
H -2.3164 -0.6052 -2.6713 -0.0243 0.0197 0.0026
H 1.1020 0.7596 -2.8767 -0.0100 -0.0381 0.0026
H -0.1034 0.3057 -4.0716 0.0198 0.0283 0.0434
H 1.1146 -1.6484 -3.5316 -0.0291 -0.0148 0.0634
H -0.4976 -1.8485 -2.8457 0.0340 0.0313 0.0056
H 3.0053 -1.4296 -2.0140 0.0074 -0.0030 0.0116
H 2.6939 -1.2360 -0.2707 0.0065 0.0003 0.0132
H 2.3167 0.0797 -1.3613 0.0082 0.0480 -0.0007
H 1.6920 -3.4878 -1.9243 -0.0027 0.0418 0.0347
H 0.0416 -3.4245 -1.2800 0.0000 -0.0178 -0.0028
H 1.4260 -3.1891 -0.1982 -0.0232 -0.0063 0.0367
C 7.0957 4.9816 1.8450 -0.0243 -0.0076 -0.0171
C 5.9522 4.8578 0.8388 -0.0071 -0.0064 0.0036
C 6.5559 4.5235 -0.5311 0.0140 -0.0032 0.0034
C 5.2363 6.2123 0.7582 -0.0037 -0.0033 0.0041
C 4.9432 3.7760 1.2261 -0.0024 -0.0136 0.0215
C 5.0747 3.0041 2.3785 -0.0388 0.0044 -0.0350
C 4.1468 2.0188 2.7314 0.0412 0.0625 -0.0457
C 3.0819 1.8307 1.8879 0.0970 0.0378 0.0841
O 2.0430 0.9462 1.9832 -0.1702 -0.1491 -0.0259
B 1.2095 1.1424 0.8477 -0.1190 0.0320 -0.3482
O 1.8024 2.2005 0.0859 -0.0452 -0.1539 0.0653
C 2.9354 2.5892 0.7396 0.0586 0.0382 0.0015
C 3.8398 3.5590 0.3869 0.0390 0.0007 0.0385
H 7.7839 5.7605 1.5152 0.0217 0.0253 -0.0113
H 7.6608 4.0532 1.9302 0.0215 -0.0436 -0.0012
H 6.7334 5.2564 2.8354 -0.0253 0.0125 0.0495
H 7.2655 5.2967 -0.8307 0.0292 0.0292 -0.0084
H 5.7887 4.4564 -1.3017 -0.0245 -0.0003 -0.0276
H 7.0825 3.5688 -0.4976 0.0128 -0.0273 0.0024
H 5.9464 7.0006 0.5035 0.0310 0.0341 -0.0158
H 4.7737 6.4617 1.7137 -0.0063 0.0082 0.0316
H 4.4541 6.2081 -0.0003 -0.0253 -0.0002 -0.0185
H 5.9162 3.1600 3.0352 0.0547 0.0194 0.0322
H 4.2654 1.4333 3.6315 0.0026 -0.0335 0.0451
H 3.6890 4.1362 -0.5150 -0.0078 0.0150 -0.0314
S -3.8721 3.6942 1.2372 0.0656 -0.0674 -0.0168
C -2.8077 2.5319 0.8735 -0.0956 0.0478 -0.0122
N -2.0688 1.6631 0.5926 -0.3455 0.1324 0.1288



No. 3
26
Properties=species:S:1:pos:R:3:forces:R:3 method="wB97M-V/def2-TZVPD" homo_ev="-8.81 / -9.26" homo_lumo_gap_ev="7.61 / 9.04" e_tot_ha=-743.0952
C -1.1725 0.0096 0.4285 -1.7810 -3.0436 -2.1582
C -0.4600 0.9357 0.9317 -0.0035 2.4667 1.4097
C -0.7262 -1.3829 0.1427 1.8199 -0.8251 -0.1092
C -2.6088 0.6181 -0.0370 4.2672 -0.8383 2.7567
C -1.1435 2.2765 1.0512 1.0721 -0.4628 -1.6051
C -2.5282 2.0285 0.4309 -2.7905 -1.0247 2.4747
C 2.4565 0.2134 -0.6678 -0.9054 -0.4178 -3.3894
C 1.4021 -0.7565 -1.2609 0.0095 -2.4084 -1.0566
C 2.8260 -0.5547 0.5544 1.3792 3.7312 2.4492
C 0.8828 -1.5515 -0.0335 -0.9439 0.4789 1.0727
N -3.5240 -0.0633 -0.4371 -1.8368 0.8306 -0.5666
O -1.3593 -2.4101 -0.0154 -0.2793 1.5294 0.3950
O -4.0114 -1.0561 -0.8676 -0.5205 -1.5843 -0.5768
O 1.5783 -0.9811 1.1027 0.3097 -0.5557 -1.1812
O 1.1379 -2.9233 -0.0355 2.3377 1.9568 -1.5092
H -1.0557 2.8010 1.9714 -0.2003 0.1008 0.9098
H -0.6435 2.8942 0.2862 0.1530 0.1869 0.5628
H -2.4925 2.5078 -0.4504 -0.5261 2.5631 -2.9412
H -3.5264 2.2545 0.9715 1.9461 0.1238 -0.4979
H 3.2218 0.2036 -1.4871 -0.1305 0.5904 1.1275
H 1.9730 1.2053 -0.6053 0.6480 -0.3622 0.6557
H 0.5981 -0.4374 -1.9647 0.4582 0.4819 0.9381
H 1.8956 -1.5584 -1.9000 -0.1940 0.9069 0.8146
H 3.6471 -1.2397 0.3209 -0.7449 -0.8472 0.2455
H 3.3012 0.2113 1.3130 -0.9291 -1.6407 -1.0558
H 0.3313 -3.2446 0.2571 -2.6148 -1.9364 0.8353